This record from the OMol25 dataset describes an isolated molecule of C10H12N2O at a distorted geometry. The level of theory is wB97M-V/def2-TZVPD.

```
25
Properties=species:S:1:pos:R:3
N 1.78 -3.15 1.88
C 0.75 -2.33 2.38
O 0.34 -2.46 3.50
C 0.17 -1.30 1.51
C -1.09 -0.88 1.77
C -1.64 0.05 0.86
C -0.96 0.62 -0.19
C 0.41 0.28 -0.37
C 0.87 -0.79 0.41
C 1.27 0.93 -1.48
N 0.44 1.56 -2.53
C -0.54 2.48 -1.96
C -1.56 1.73 -1.02
H 1.74 -3.35 0.91
H 2.07 -3.91 2.49
H -1.54 -1.15 2.70
H -2.68 0.34 1.09
H 1.81 -1.30 0.20
H 1.94 1.76 -1.13
H 1.96 0.12 -1.85
H -0.06 0.87 -3.12
H -1.12 2.97 -2.78
H -0.01 3.26 -1.35
H -1.95 2.45 -0.31
H -2.41 1.22 -1.59
```

HOMO (Eh): -0.3281
SMILES: NC(=O)c1ccc2c(c1)CNCC2
Maximum force (eV/A): 2.27
E_tot (Eh): -573.015716
ΔE to the lowest compared entry with this formula, charge and spin (eV): 0.5582


This record from the OMol25 dataset describes an isolated molecule of C10H12N6O3S at a distorted geometry. The level of theory is wB97M-V/def2-TZVPD.

```
32
Properties=species:S:1:pos:R:3
C 2.00 4.67 3.30
C 1.85 3.49 2.42
C 1.62 2.17 2.68
C 1.58 1.58 1.40
N 1.37 0.27 1.04
C 1.16 -0.76 1.90
O 1.18 -0.67 3.10
C 0.89 -2.12 1.25
S 0.98 -2.20 -0.55
C -0.61 -1.58 -0.96
N -1.44 -1.26 -0.02
N -2.65 -0.81 -0.34
C -3.02 -0.68 -1.57
C -4.39 -0.18 -1.87
C -2.16 -1.03 -2.70
O -2.42 -0.96 -3.88
N -0.90 -1.49 -2.28
N 0.05 -1.77 -3.26
N 1.76 2.48 0.46
O 1.93 3.67 1.09
H 2.58 5.44 2.79
H 2.48 4.39 4.23
H 1.02 5.09 3.54
H 1.51 1.67 3.62
H 1.38 0.10 0.04
H 1.62 -2.84 1.63
H -0.12 -2.43 1.55
H -4.93 -0.92 -2.46
H -4.32 0.73 -2.46
H -4.92 0.02 -0.95
H 0.36 -2.73 -3.21
H -0.41 -1.58 -4.16
```

HOMO (Eh): -0.3371
SMILES: Cc1cc(NC(=O)CSc2nnc(C)c(=O)n2N)no1
Maximum force (eV/A): 1.33
E_tot (Eh): -1340.656359
ΔE to the lowest compared entry with this formula, charge and spin (eV): 0.0000


This record from the OMol25 dataset describes the ion C10H12NO2 with charge +1 at a distorted geometry. The level of theory is wB97M-V/def2-TZVPD.

```
25
Properties=species:S:1:pos:R:3
C -1.12 -1.54 0.00
C -0.09 -2.54 0.35
C -1.07 -0.89 -1.40
C 1.11 -1.97 0.53
C -0.35 -0.23 -0.28
C 1.05 -0.53 0.12
C -0.80 1.23 0.07
C 3.74 1.22 -0.01
C -2.06 1.08 0.75
C 2.16 0.18 -0.05
N -3.18 1.52 0.27
O 2.37 1.44 -0.42
O 3.38 -0.14 0.36
H -2.09 -1.47 0.61
H -0.43 -3.54 0.44
H -0.50 -1.50 -2.10
H 1.96 -2.54 0.77
H -0.13 1.76 0.68
H -0.78 1.78 -0.76
H 4.34 1.43 -0.91
H 3.95 1.76 0.81
H -2.30 0.55 1.69
H -3.02 2.10 -0.55
H -4.04 1.46 0.78
H -2.11 -0.62 -1.74
```

HOMO (Eh): -0.3946
Net charge: +1
Maximum force (eV/A): 4.32
E_tot (Eh): -593.080760
ΔE to the lowest compared entry with this formula, charge and spin (eV): 3.8479


This record from the OMol25 dataset describes the ion C10H12NO3 with charge -1 at a distorted geometry. The level of theory is wB97M-V/def2-TZVPD.

```
26
Properties=species:S:1:pos:R:3
C 1.31 -1.49 2.43
C 0.74 -1.52 1.26
C -0.69 -1.28 0.99
C -1.02 -0.38 -0.13
C 0.03 -0.67 -1.33
C 0.90 -0.78 -2.12
C 1.97 -0.85 -3.10
N -0.84 1.05 0.15
C -0.28 1.72 1.19
C -0.33 3.23 0.87
O 0.09 1.18 2.23
C -2.44 -0.52 -0.70
O -2.78 0.54 -1.30
O -2.91 -1.67 -0.73
H 2.41 -1.79 2.51
H 0.79 -1.20 3.33
H 1.31 -1.56 0.38
H -1.17 -2.17 0.67
H -1.40 -0.86 1.84
H 2.04 0.00 -3.76
H 2.93 -1.14 -2.64
H 1.73 -1.76 -3.83
H -1.18 1.51 -0.70
H -1.08 3.57 1.65
H 0.72 3.53 0.99
H -0.84 3.31 -0.14
```

HOMO (Eh): -0.1777
SMILES: C=CC[C@](C#CC)(NC(C)=O)C(=O)[O-]
Net charge: -1
Maximum force (eV/A): 4.65
E_tot (Eh): -668.688012
ΔE to the lowest compared entry with this formula, charge and spin (eV): 0.2009


This record from the OMol25 dataset describes an isolated molecule of C10H12O at a distorted geometry. The level of theory is wB97M-V/def2-TZVPD.

```
23
Properties=species:S:1:pos:R:3
C 1.06 0.05 2.31
C 0.62 0.08 1.04
C 0.93 -0.89 0.01
C 1.83 -1.93 0.13
C -0.11 -0.86 -1.14
C 0.11 0.57 -1.82
C -0.23 1.68 -0.79
C -0.46 1.11 0.64
C -1.79 0.23 0.51
C -1.56 -0.75 -0.64
O -2.48 -1.39 -1.14
H 1.88 -0.62 2.60
H 0.73 0.81 3.03
H 2.46 -1.98 1.04
H 2.12 -2.58 -0.75
H -0.02 -1.70 -1.86
H 1.20 0.64 -1.96
H -0.50 0.69 -2.65
H -1.02 2.30 -1.12
H 0.65 2.25 -0.66
H -0.73 1.92 1.35
H -1.92 -0.32 1.45
H -2.77 0.71 0.40
```

HOMO (Eh): -0.3202
SMILES: C=C1C(=C)[C@@H]2CC[C@H]1CC2=O
Maximum force (eV/A): 3.71
E_tot (Eh): -463.421853
ΔE to the lowest compared entry with this formula, charge and spin (eV): 1.7248


This record from the OMol25 dataset describes an isolated molecule of C10H12O at a distorted geometry. The level of theory is wB97M-V/def2-TZVPD.

```
23
Properties=species:S:1:pos:R:3
C 3.45 -0.43 0.02
C 1.95 -0.16 -0.04
C 1.10 -1.28 -0.01
C -0.23 -1.13 0.01
C -1.09 -2.35 0.05
C -0.80 0.21 -0.01
C -2.24 0.42 0.01
O -3.09 -0.47 -0.07
C 0.03 1.34 0.00
C -0.51 2.74 0.06
C 1.39 1.12 -0.08
H 3.62 -1.40 0.47
H 3.94 -0.42 -0.98
H 3.96 0.35 0.58
H 1.49 -2.28 0.04
H -0.50 -3.28 0.10
H -1.77 -2.42 -0.82
H -1.74 -2.39 0.95
H -2.59 1.45 0.06
H -1.31 2.93 -0.69
H 0.30 3.50 -0.16
H -0.93 2.96 1.09
H 2.04 1.95 -0.06
```

HOMO (Eh): -0.3326
SMILES: Cc1cc(C)c(C=O)c(C)c1
Maximum force (eV/A): 2.76
E_tot (Eh): -463.479598
ΔE to the lowest compared entry with this formula, charge and spin (eV): 0.1535